#1
Entry from the OMol25 dataset: a single C3H2Cl2O2 molecule (ωB97M-V with the def2-TZVPD basis set).

- E_HOMO (hartree) = -0.37047
- SMILES string = O=C(O)/C(Cl)=C/Cl
- total charge = 0

The geometry in XYZ format:
```
9
C3H2Cl2O2 (ωB97M-V with the def2-TZVPD basis set)
Cl -2.946 -0.253 -0.094
Cl -0.890 1.680 -0.174
H -0.858 -1.678 0.173
C 1.056 -0.247 -0.112
O 1.460 -1.415 -0.295
O 2.098 0.753 0.048
H 1.764 1.761 0.218
C -1.330 -0.764 0.114
C -0.356 0.161 0.122
```

#2
Entry from the OMol25 dataset: C3H2Cl2O2 as an isolated structure (ωB97M-V with the def2-TZVPD basis set).

- E_HOMO (hartree) = -0.41201
- total charge = 0

The geometry in XYZ format:
```
9
C3H2Cl2O2 (ωB97M-V with the def2-TZVPD basis set)
Cl -1.672 0.870 1.443
O -0.744 -1.130 0.001
C -0.845 0.277 0.000
H 1.108 0.880 -0.893
O 1.401 -1.984 0.001
C 0.681 0.428 0.000
C 0.634 -1.090 0.000
Cl -1.672 0.868 -1.444
H 1.108 0.880 0.892
```

#3
Entry from the OMol25 dataset: a 2-piece molecular cluster, C3H2Cl2O2 overall (ωB97M-V with the def2-TZVPD basis set).

- E_HOMO (hartree) = -0.34701
- total charge = 0

The geometry in XYZ format:
```
9
C3H2Cl2O2 (ωB97M-V with the def2-TZVPD basis set)
C -0.582 0.401 -0.289
H -0.448 -1.755 -0.913
Cl -0.174 2.008 -0.770
O 1.807 -0.350 1.117
C -0.071 -0.646 -1.125
O 0.728 -0.564 -2.014
C 0.766 0.049 1.318
Cl -2.245 0.424 0.353
H 0.220 0.433 2.322
```

Most stable of them? #2.

#1
Entry from the OMol25 dataset: a single C6H7NO3 molecule (ωB97M-V with the def2-TZVPD basis set).

- E_HOMO (hartree) = -0.31254
- SMILES string = O=[N+]([O-])C1=C(O)CCC=C1
- total charge = 0

The geometry in XYZ format:
```
17
C6H7NO3 (ωB97M-V with the def2-TZVPD basis set)
N -2.475 0.190 -0.008
C -0.339 1.478 -0.166
C 0.940 1.513 -0.032
C -0.261 -1.034 -0.153
O -0.898 -2.246 -0.159
O -3.074 1.246 -0.075
C -1.099 0.272 -0.087
O -3.009 -0.875 0.242
H -1.066 2.110 -0.580
H 1.265 0.216 1.584
H 2.734 0.483 0.335
C 1.218 -0.802 -0.253
H 1.698 -1.709 -0.086
C 1.648 0.334 0.540
H 1.545 2.430 0.110
H 1.500 -0.630 -1.352
H -0.326 -2.978 0.142
```

#2
Entry from the OMol25 dataset: a single C6H7NO3 molecule (ωB97M-V with the def2-TZVPD basis set).

- E_HOMO (hartree) = -0.37954
- SMILES string = C#CC(=O)C[C@H](O)C(N)=O
- total charge = 0

The geometry in XYZ format:
```
17
C6H7NO3 (ωB97M-V with the def2-TZVPD basis set)
O 0.144 -1.221 2.273
H -0.816 -1.737 -0.181
C -0.050 0.209 0.347
C 0.740 1.005 2.593
H 1.702 -1.176 -1.270
H 1.451 2.744 3.899
C -0.070 -1.021 -0.561
H 0.674 0.949 -0.027
H -1.029 0.718 0.358
C 1.111 1.935 3.274
N -1.554 0.070 -2.224
O 1.186 -1.642 -0.593
O 0.435 -0.576 -2.860
H -1.336 0.715 -3.058
H -2.411 -0.202 -1.762
C 0.275 -0.119 1.786
C -0.454 -0.651 -1.994
```

Most stable of them? #2.

#1
Entry from the OMol25 dataset: an isolated ion of composition C5H10NO and charge +1 (ωB97M-V with the def2-TZVPD basis set).

- E_HOMO (hartree) = -0.53079
- SMILES string = [NH3+][C@@]1(O)C=CCC1
- total charge = +1

The geometry in XYZ format:
```
17
C5H10NO (ωB97M-V with the def2-TZVPD basis set)
H -1.347 -2.149 -1.009
H -1.477 1.805 0.306
C -1.599 0.058 -0.883
C -1.005 0.873 0.015
O 0.315 0.321 2.040
H -0.154 -1.301 -1.912
H 1.370 1.939 -0.265
H -2.512 0.394 -1.397
C 0.154 0.286 0.713
H 1.825 0.335 -0.595
H 2.094 0.987 0.935
H -0.196 0.981 2.484
C -0.748 -1.265 -1.029
H 0.189 -1.949 0.815
N 1.492 1.018 0.118
H 1.265 -1.248 -0.427
C 0.337 -1.087 0.091
```

#2
Entry from the OMol25 dataset: an isolated ion of composition C5H10NO and charge +1 (ωB97M-V with the def2-TZVPD basis set).

- E_HOMO (hartree) = -0.52257
- SMILES string = C=C([NH3+])CCC=O
- total charge = +1

The geometry in XYZ format:
```
17
C5H10NO (ωB97M-V with the def2-TZVPD basis set)
H 0.148 -1.710 1.319
H -2.385 0.958 0.489
N -1.657 0.423 0.023
H 0.030 -1.963 -1.127
C 0.442 -0.827 0.752
H 0.491 1.388 2.372
H -0.595 2.438 1.204
H 1.449 -0.568 1.082
C 1.038 -0.107 -1.670
O 0.243 0.772 -1.879
C -0.086 1.522 1.468
C 0.780 -1.288 -0.721
H -1.914 -0.477 -0.379
H -1.412 0.980 -0.819
C -0.353 0.424 0.769
H 1.755 -1.767 -0.726
H 2.023 -0.196 -2.156
```

Most stable of them? #1.